[1]
Here is a 15-piece molecular cluster, C38H79F6N11O14S2 overall in a non-equilibrium geometry from the OMol25 dataset. Energies are from ωB97M-V with the def2-TZVPD basis set.

```
150
Properties=species:S:1:pos:R:3:mulliken_charge:R:1
N 2.2340 0.0618 -1.7750 0.73
H 1.6777 -0.0414 -0.9037 0.09
H 2.1184 1.0261 -2.1509 0.20
H 1.9160 -0.6836 -2.4294 0.45
H 3.2405 -0.0385 -1.6618 0.48
C 2.5539 1.6474 1.4909 0.03
F 2.2903 2.6429 0.6521 0.01
F 3.4266 0.8507 0.8691 -0.26
F 3.0842 2.0831 2.6024 -0.16
S 0.9810 0.7294 1.9201 -0.06
O 1.4289 -0.3873 2.7328 0.15
O 0.1346 1.7076 2.5524 -0.39
N 0.4804 0.1892 0.4282 -0.12
S -1.0354 -0.1279 0.6330 0.47
O -1.2772 -1.0967 1.6837 -0.22
O -1.9145 1.0140 0.5184 -0.57
C -1.4221 -1.1095 -0.9250 -0.36
F -1.0757 -0.4482 -2.0505 -0.09
F -0.7927 -2.3031 -0.9097 0.28
F -2.7348 -1.3469 -0.9843 -0.03
C 5.2602 4.0941 0.5000 0.50
O 4.8975 4.9219 -0.3291 -0.67
N 6.5468 3.7320 0.6504 0.08
C 7.6657 4.4494 0.0502 -1.01
C 6.9382 3.0057 1.8593 -0.64
H 4.5809 3.5775 1.1914 0.09
H 8.0506 5.1800 0.7614 0.36
H 7.3164 4.9099 -0.8693 0.30
H 8.4621 3.7507 -0.2007 0.33
H 6.0718 2.5856 2.3796 -0.11
H 7.5068 2.0993 1.6432 0.36
H 7.4389 3.6760 2.5562 0.30
C 0.1480 -6.1658 -0.8216 -0.03
O 0.9901 -6.4683 -1.6546 -0.66
N 0.3063 -5.2131 0.1228 0.22
C -0.7206 -4.8766 1.0862 -0.58
C 1.5064 -4.4165 0.2467 -1.07
H -0.7902 -6.7237 -0.7141 0.57
H -0.4522 -5.0022 2.1347 0.26
H -1.5620 -5.5523 0.8989 0.51
H -1.1569 -3.8900 0.9260 -0.22
H 2.0987 -4.8142 1.0747 0.37
H 2.1692 -4.5228 -0.6157 0.38
H 1.3066 -3.3468 0.3200 0.16
C -1.7363 3.6394 -1.8523 0.61
O -2.3380 3.9470 -2.8633 -0.72
N -1.2520 4.5102 -0.9524 0.41
C -0.4296 4.0725 0.1535 -0.68
C -1.4622 5.9388 -0.9896 -1.21
H -1.4803 2.6134 -1.5454 0.11
H -0.4097 2.9904 0.2800 -0.26
H -0.7301 4.4136 1.1467 0.50
H 0.6075 4.3906 0.0123 0.16
H -2.2562 6.2822 -0.3275 0.28
H -0.5643 6.5426 -0.8622 0.33
H -1.7748 6.1667 -2.0153 0.40
C -3.1612 -6.0450 -2.3225 -0.02
O -3.0079 -6.0917 -1.1159 -0.56
N -3.6288 -4.9815 -2.9974 0.39
C -3.9725 -5.0612 -4.4063 -0.97
C -3.9453 -3.7518 -2.2998 -0.96
H -2.9518 -6.8748 -3.0180 0.33
H -4.0487 -6.0747 -4.7924 0.36
H -3.2067 -4.5349 -4.9842 0.28
H -4.9267 -4.5550 -4.5493 0.29
H -3.8905 -3.8495 -1.2202 0.22
H -3.3728 -2.8637 -2.5863 0.35
H -4.9676 -3.4629 -2.5670 0.35
C 0.9142 -3.0072 -3.4630 0.20
O 1.2433 -1.8217 -3.4978 -0.96
N 0.4197 -3.6619 -4.5088 0.26
C 0.2372 -5.1098 -4.5095 -0.51
C 0.4313 -3.0619 -5.8487 -0.86
H 0.9504 -3.6413 -2.5658 0.14
H 0.1900 -5.4766 -3.4822 -0.05
H 1.0313 -5.6667 -5.0028 0.27
H -0.7606 -5.2744 -4.9147 0.27
H 0.0628 -2.0384 -5.8209 0.12
H 1.4689 -3.0460 -6.1870 0.33
H -0.2169 -3.6614 -6.4788 0.39
C 2.5036 3.7354 -2.4848 0.51
O 2.3026 2.5975 -2.9130 -0.90
N 2.1610 4.8669 -3.1196 0.17
C 2.2644 6.1433 -2.4557 -0.89
C 1.5035 4.8684 -4.3956 -1.02
H 2.8684 3.9141 -1.4641 0.00
H 2.8283 6.8498 -3.0688 0.34
H 2.6888 6.0732 -1.4557 0.29
H 1.2785 6.6016 -2.3285 0.28
H 1.5785 3.8774 -4.8432 0.26
H 0.4318 5.0870 -4.3814 0.32
H 1.9860 5.5459 -5.1030 0.37
C -5.6356 3.1546 -2.2096 -0.76
C -5.8898 2.1871 -1.1006 0.19
O -6.9753 2.1096 -0.5676 -0.61
C -4.7509 1.3275 -0.5985 0.35
H -5.6018 4.1595 -1.7889 0.23
H -6.3739 3.0110 -3.0004 0.35
H -4.6926 2.9707 -2.7258 0.06
H -5.1946 0.3367 -0.5239 0.09
H -4.3722 1.6704 0.3680 0.24
H -3.8281 1.3654 -1.1754 -0.24
C -3.6404 -3.2931 2.3814 0.01
C -4.6315 -2.5600 1.5018 0.60
O -4.9771 -3.0198 0.4312 -0.63
C -5.1572 -1.2669 2.0275 -0.96
H -3.1959 -4.0832 1.7782 0.00
H -4.0999 -3.7434 3.2604 0.49
H -2.8666 -2.5937 2.7007 -0.32
H -5.9574 -0.9076 1.3837 0.37
H -4.3614 -0.5188 2.0449 0.01
H -5.5586 -1.4174 3.0318 0.47
C -2.5158 -0.1793 4.8481 -0.11
C -3.7147 -0.9290 5.3706 0.77
O -4.7655 -0.3666 5.5554 -0.61
C -3.5280 -2.3720 5.7634 -1.24
H -2.2522 -0.5241 3.8378 -0.42
H -1.5955 -0.4867 5.3443 0.41
H -2.7011 0.8860 4.7453 0.36
H -3.0923 -2.4332 6.7636 0.40
H -2.8731 -2.9550 5.1229 0.17
H -4.5529 -2.7408 5.8284 0.37
C 4.3003 -0.6259 4.1855 -0.85
C 5.5402 0.2306 3.9832 0.80
O 5.6400 1.2689 4.5945 -0.57
C 6.7219 -0.3735 3.2817 -0.85
H 3.4962 -0.0131 4.5870 0.22
H 4.4669 -1.4169 4.9197 0.57
H 3.9705 -1.0674 3.2438 0.04
H 6.3629 -1.1044 2.5505 0.29
H 7.3283 -0.8860 4.0254 0.35
H 7.2616 0.3590 2.6844 0.11
C 0.0254 4.1039 5.0172 -0.16
C 0.7554 5.2671 5.5166 0.18
N 1.2935 6.1878 5.9343 -0.39
H 0.5676 3.1637 5.0488 0.16
H -0.3037 4.2520 3.9880 -0.10
H -0.9014 4.0333 5.5887 0.36
C 1.6919 -3.4008 3.6744 -0.07
C 0.7659 -2.7060 4.5689 0.33
N 0.0570 -2.1573 5.2845 -0.52
H 1.5170 -2.9951 2.6743 -0.46
H 1.4923 -4.4662 3.6502 0.48
H 2.7085 -3.0640 3.8655 0.26
C -0.6337 1.2779 -4.7568 0.01
C -2.0638 1.0760 -4.4700 0.33
N -3.1603 0.8749 -4.1996 -0.50
H -0.1114 0.8811 -3.8881 -0.29
H -0.4256 2.3415 -4.8013 0.08
H -0.3652 0.7583 -5.6710 0.41
```

Calculated values
- HOMO level: -8.7 eV
- Largest force on an atom: 3.6 eV Å⁻¹
- Frontier orbital gap: 8.338 eV
- Electronic energy: -123717.52310 eV
- Lowest unoccupied orbital energy: -0.39 eV


[2]
Here is a 2-piece molecular cluster, C4H14NOS overall in a non-equilibrium geometry from the OMol25 dataset. Energies are from ωB97M-V with the def2-TZVPD basis set.

```
21
Properties=species:S:1:pos:R:3:nbo_charge:R:1
C -0.5285 -0.8353 0.7145 -0.24
C 0.7266 -1.4268 0.0576 -0.44
C 1.3216 -0.6301 -1.1472 -0.54
S 1.4438 1.1648 -0.8005 0.13
C 3.0526 1.1395 0.1452 -0.69
N -1.5368 -0.1162 -0.1247 -0.69
H -0.3526 -0.1133 1.5176 0.23
H -1.0073 -1.6119 1.3144 0.24
H 1.5110 -1.3136 0.8068 0.24
H 0.4858 -2.4582 -0.1893 0.23
H 2.2540 -1.0427 -1.5143 0.25
H 0.6462 -0.6993 -2.0151 0.22
H 3.2626 2.1742 0.3901 0.25
H 3.0016 0.4967 1.0164 0.22
H 3.7357 0.7620 -0.6085 0.23
H -2.1118 -0.7201 -0.7147 0.43
H -0.9574 0.4370 -0.7634 0.44
H -2.1587 0.5712 0.3129 0.48
H -4.0536 1.4131 1.3110 0.49
H -4.7675 1.5578 -0.0620 0.51
O -3.9673 1.2512 0.3533 -0.99
```

Calculated values
- HOMO level: -12.4 eV
- Largest force on an atom: 2.2 eV Å⁻¹
- Total charge: +1
- ΔE to the lowest compared entry with this formula, charge and spin: 16.0 kcal/mol
- Frontier orbital gap: 9.277 eV
- Electronic energy: -18741.49613 eV
- Lowest unoccupied orbital energy: -3.11 eV


[3]
Here is C28H33F2N6O2Ti as an isolated structure in a non-equilibrium geometry from the OMol25 dataset. Energies are from ωB97M-V with the def2-TZVPD basis set.

```
72
Properties=species:S:1:pos:R:3:mulliken_spin:R:1
Ti 1.4340 0.3574 0.4817 0.08
C -1.0823 -5.7540 3.1602 0.00
C -0.7507 -4.5009 2.3922 -0.14
C -1.7341 -3.8187 1.6918 0.26
C -1.4863 -2.6144 0.9598 -0.05
C -2.5349 -1.9478 0.3177 0.36
N -2.4849 -0.8179 -0.4150 0.22
C -3.6676 -0.1702 -0.9623 -0.03
C -4.1041 1.0949 -0.1958 0.04
C -4.3172 2.3294 -1.0736 -0.02
N -3.1705 2.6325 -1.9252 0.19
C -1.8941 2.4190 -1.5213 0.25
C -0.7635 2.4526 -2.3565 -0.21
C -0.7339 2.9047 -3.6956 0.28
C 0.3851 2.7626 -4.5180 -0.08
C 0.3775 3.2967 -5.9268 -0.01
C 1.5015 2.1116 -4.0219 0.25
C 1.5119 1.6397 -2.6885 -0.06
C 2.5964 0.7928 -2.2634 -0.01
N 2.7019 0.1214 -1.1646 -0.03
C 3.9077 -0.7266 -1.0290 0.01
C 4.6912 -0.3562 0.2212 0.00
C 4.0715 -0.8983 1.5198 0.00
N 2.6145 -1.1144 1.3893 -0.02
C 2.1755 -2.2925 1.7432 0.00
C 0.8453 -2.7950 1.6958 -0.06
C 0.5428 -4.0007 2.3970 0.37
C -0.1438 -2.1358 0.9591 0.03
O 0.1689 -1.0704 0.2480 -0.04
C 0.4275 1.8716 -1.8712 0.15
O 0.4729 1.4326 -0.6017 0.04
H -2.0087 -6.2031 2.8046 0.00
H -1.2047 -5.5420 4.2242 0.00
H -0.2887 -6.4954 3.0634 0.00
H -2.7467 -4.2077 1.6921 0.02
H -3.5257 -2.3794 0.4107 0.02
H -1.5892 -0.3740 -0.5439 -0.06
H -4.4676 -0.9096 -0.9664 0.00
H -3.4653 0.0781 -2.0053 0.01
H -3.3662 1.3058 0.5804 -0.02
H -5.0380 0.9113 0.3384 0.00
H -4.5699 3.1800 -0.4350 0.01
H -5.1685 2.1695 -1.7359 0.00
H -3.3498 2.9519 -2.8600 -0.01
H -1.7715 2.0943 -0.5023 0.20
H -1.6123 3.3896 -4.1084 0.03
H -0.6204 3.6176 -6.2233 0.00
H 0.7114 2.5384 -6.6361 0.00
H 1.0449 4.1547 -6.0236 0.00
H 2.3668 1.9401 -4.6520 0.02
H 3.3930 0.6627 -2.9966 0.00
H 4.5280 -0.6073 -1.9169 0.00
H 3.5810 -1.7680 -0.9949 0.00
H 4.7848 0.7292 0.2591 0.00
H 5.7016 -0.7567 0.1367 0.00
H 4.2479 -0.2003 2.3376 0.00
H 4.5408 -1.8446 1.7912 0.00
H 2.9116 -2.9736 2.1737 -0.01
H 1.3333 -4.5140 2.9321 0.03
F 3.0933 2.5041 0.3151 0.00
C 2.4513 1.9943 1.4556 0.00
F 1.5655 2.9743 1.8339 0.00
H 3.2128 1.9632 2.2381 0.00
N 0.1168 -0.1759 3.4276 0.00
C -0.8205 0.2196 4.3026 0.00
C -1.4420 1.3204 3.7595 0.00
C -0.7881 1.5308 2.5408 0.00
N 0.1495 0.6127 2.3392 -0.01
H 0.7028 -0.9915 3.4734 0.01
H -0.9793 -0.3144 5.2247 0.00
H -2.2403 1.8990 4.1898 0.00
H -0.9316 2.3099 1.8098 0.00
```

Calculated values
- HOMO level (alpha / beta): -8.1 / -10.9 eV
- Largest force on an atom: 1.4 eV Å⁻¹
- Total charge: +1
- 2S+1: 3
- Frontier orbital gap (alpha / beta): 4.646 / 7.648 eV
- Electronic energy: -71153.12053 eV
- Lowest unoccupied orbital energy (alpha / beta): -3.49 / -3.28 eV


[4]
Here is a 12-piece molecular cluster, C25H41Cl6N7O9 overall in a non-equilibrium geometry from the OMol25 dataset. Energies are from ωB97M-V with the def2-TZVPD basis set.

```
88
Properties=species:S:1:pos:R:3:mulliken_charge:R:1
C 0.6079 1.7374 3.5836 -0.18
O -0.2878 1.3569 2.5678 -0.27
C -0.1309 0.2424 1.8222 0.49
O 0.7165 -0.6135 1.9409 -0.43
O -1.1244 0.2114 0.9285 -0.36
C -1.1129 -0.6425 -0.2302 0.72
H 1.1272 0.8938 4.0384 0.14
H 0.1987 2.3238 4.4062 0.44
H 1.3725 2.2740 3.0220 -0.20
H -1.5473 -1.5891 0.0914 0.16
H -0.1261 -0.9032 -0.6128 -0.51
H -1.7593 -0.1122 -0.9295 -0.02
C 0.9960 1.7852 -1.8122 -0.56
O 1.2227 0.6050 -2.6001 0.00
C 2.3876 -0.0414 -2.4392 0.58
O 3.4000 0.2927 -1.7799 -0.62
O 2.1622 -1.2556 -3.0505 -0.14
C 3.3390 -2.0376 -3.4009 -1.02
H -0.0154 2.1207 -2.0416 0.33
H 1.6534 2.5893 -2.1431 0.41
H 0.9738 1.7309 -0.7238 -0.11
H 3.1642 -3.1124 -3.3530 0.31
H 4.1262 -1.8942 -2.6606 0.41
H 3.6575 -1.7559 -4.4045 0.28
C -5.0826 1.3204 -1.7127 -0.77
O -5.2564 0.6766 -2.9363 -0.19
C -5.3925 1.4314 -4.0194 0.78
O -5.3060 2.6705 -4.1631 -0.62
O -5.7620 0.6424 -5.0059 -0.32
C -5.6760 1.0901 -6.3781 -0.74
H -4.0570 1.6763 -1.6144 0.32
H -5.3157 0.6016 -0.9272 0.27
H -5.7601 2.1658 -1.5925 0.38
H -5.8684 0.3021 -7.1062 0.30
H -4.6954 1.4687 -6.6663 0.30
H -6.2962 1.9085 -6.7438 0.31
Cl -2.3444 -4.0646 3.8877 -0.13
C -2.7902 -4.0321 2.1662 0.30
Cl -4.2584 -5.0672 1.9071 -0.15
Cl -1.3931 -4.6199 1.2149 -0.11
H -3.0716 -3.0165 1.8881 0.04
Cl -4.6360 3.0160 1.5350 -0.11
C -3.5772 2.3662 2.6783 0.49
Cl -3.6709 0.5900 2.8867 -0.15
Cl -3.8700 3.1550 4.2626 -0.16
H -2.5401 2.4910 2.3667 -0.08
C -3.4883 -2.8494 -2.6655 -0.79
C -2.1082 -3.0763 -2.2593 0.51
N -0.9800 -3.2375 -1.9543 -0.42
H -3.5764 -1.8808 -3.1574 0.09
H -4.1629 -2.7508 -1.8150 0.26
H -3.8459 -3.5665 -3.4044 0.37
C 3.4466 1.0088 1.1667 0.86
C 3.0413 2.3923 0.7965 0.23
N 2.7034 3.4742 0.4986 -0.66
H 3.6126 0.7970 2.2230 -0.39
H 4.2440 0.5708 0.5665 0.57
H 2.5189 0.4753 0.9597 -0.53
C 1.5656 -3.3911 -0.0290 1.12
C 2.8602 -3.7639 -0.5878 0.10
N 3.9041 -4.0875 -0.9926 -0.60
H 1.0158 -2.7422 -0.7106 -0.52
H 1.7555 -2.7104 0.8009 -0.36
H 1.1784 -4.3676 0.2621 0.27
C -0.2871 -0.2313 -4.8772 -0.80
C -1.4026 0.3392 -4.0010 0.35
N -2.2555 0.7753 -3.3944 -0.28
H -0.7125 -0.5122 -5.8407 0.41
H 0.0573 -1.1395 -4.3825 0.10
H 0.5303 0.4800 -4.9958 0.26
C 2.4437 5.1654 3.5458 -0.09
C 1.8333 6.4990 3.6095 0.15
N 1.3004 7.5395 3.7401 -0.41
H 2.5820 4.9828 2.4801 0.06
H 1.7365 4.4951 4.0345 -0.01
H 3.3287 5.1577 4.1820 0.32
C 2.1712 -2.6737 3.8516 -0.30
C 3.4614 -2.6028 3.1376 0.43
N 4.4459 -2.5184 2.5165 -0.50
H 2.1035 -3.3459 4.7070 0.44
H 1.3946 -3.1332 3.2402 0.10
H 1.8657 -1.6705 4.1488 -0.09
C 6.0490 0.0886 4.6609 -0.90
C 4.5894 0.4201 4.8466 0.36
N 3.4864 0.7287 5.0149 -0.41
H 6.1734 -0.7789 5.3090 0.29
H 6.7326 0.8772 4.9755 0.35
H 6.3067 -0.2150 3.6463 0.28
```

Calculated values
- HOMO level: -10.6 eV
- Largest force on an atom: 4.3 eV Å⁻¹
- SMILES string: COC(=O)OC.COC(=O)OC.COC(=O)OC.ClC(Cl)Cl.ClC(Cl)Cl.CC#N.CC#N.CC#N.CC#N.CC#N.CC#N.CC#N
- Frontier orbital gap: 10.743 eV
- Electronic energy: -130578.95618 eV
- Lowest unoccupied orbital energy: 0.11 eV


[5]
Here is CH2NO5P as an isolated structure in a non-equilibrium geometry from the OMol25 dataset. Energies are from ωB97M-V with the def2-TZVPD basis set.

```
10
Properties=species:S:1:pos:R:3:nbo_charge:R:1
C 0.0876 1.4957 0.9865 0.65
N 1.0432 0.5681 -0.9269 -0.84
O -0.5660 2.1950 -2.5454 -1.20
O -0.3383 2.3147 -0.0231 -0.82
O 0.8322 1.9510 1.8433 -0.72
O -1.5838 0.2154 -1.1019 -1.23
O 1.0890 -0.9042 -1.1246 -0.70
P -0.4766 1.2307 -1.4019 2.33
H -0.3787 0.4081 0.9939 0.11
H 0.2021 -1.3330 -0.7787 0.42
```

Calculated values
- HOMO level: 1.4 eV
- Largest force on an atom: 2.8 eV Å⁻¹
- Total charge: -2
- ΔE to the lowest compared entry with this formula, charge and spin: 50.1 kcal/mol
- Frontier orbital gap: 5.631 eV
- Electronic energy: -22085.04637 eV
- Lowest unoccupied orbital energy: 7.02 eV


[6]
Here is a 2-piece molecular cluster, C2H8N2O overall in a non-equilibrium geometry from the OMol25 dataset. Energies are from ωB97M-V with the def2-TZVPD basis set.

```
13
Properties=species:S:1:pos:R:3:nbo_charge:R:1
C -0.4680 0.7901 -2.3280 -0.44
N 0.4268 0.2905 -1.4105 -0.45
C 0.2342 -0.0261 -0.2354 0.29
N -1.0330 0.1180 0.4641 -0.88
H -1.5598 0.5833 -2.1418 0.17
H -0.0886 0.3203 -3.2537 0.21
H -0.5042 1.8065 -2.4169 0.20
H 1.0720 -0.3878 0.3540 0.14
H -1.5927 0.9024 0.4309 0.39
H -1.0449 -0.4185 1.3514 0.37
O 1.0089 -1.0808 2.8431 -0.91
H 1.1700 -0.9486 1.9547 0.45
H 0.1229 -0.6545 2.9809 0.46
```

Calculated values
- HOMO level: -9.5 eV
- Largest force on an atom: 4.7 eV Å⁻¹
- SMILES string: C/N=C\N.O
- ΔE to the lowest compared entry with this formula, charge and spin: 54.3 kcal/mol
- Frontier orbital gap: 10.132 eV
- Electronic energy: -7229.97448 eV
- Lowest unoccupied orbital energy: 0.68 eV


[7]
Here is a 2-piece molecular cluster, C5H11NO overall in a non-equilibrium geometry from the OMol25 dataset. Energies are from ωB97M-V with the def2-TZVPD basis set.

```
18
Properties=species:S:1:pos:R:3:nbo_charge:R:1
C -0.7779 -0.7676 1.5798 -0.50
C 0.3313 -0.3167 1.0263 0.08
C 1.4030 -1.3222 0.5596 -0.66
C 0.8331 1.2017 0.8598 -0.62
H -1.1398 -1.8241 1.4687 0.20
H -1.4238 -0.0684 2.0697 0.20
H 2.1303 -1.3588 1.4646 0.22
H 1.0713 -2.3814 0.4274 0.22
H 1.9830 -1.0144 -0.2704 0.21
H 0.0689 1.9190 1.2848 0.21
H 1.0559 1.2962 -0.1065 0.22
H 1.7202 1.3031 1.4251 0.21
C -1.6872 1.1934 -2.6669 -0.16
N -1.2043 0.4313 -1.7785 -0.14
O -1.7974 -0.7571 -1.4863 -0.56
H -2.5809 0.9156 -3.3035 0.17
H -1.2046 2.1720 -2.7441 0.20
H -1.6426 -0.8890 -0.5781 0.49
```

Calculated values
- HOMO level: -9.6 eV
- Largest force on an atom: 6.2 eV Å⁻¹
- SMILES string: C=C(C)C.C=NO
- ΔE to the lowest compared entry with this formula, charge and spin: 95.2 kcal/mol
- Frontier orbital gap: 10.580 eV
- Electronic energy: -8897.56807 eV
- Lowest unoccupied orbital energy: 1.01 eV


> Which formula does entry 4 have?

C25H41Cl6N7O9